(1)
The following is a DFT calculation (wB97M-V/def2-TZVPD) of a single C3H4S molecule in a non-equilibrium geometry.

Geometry as XYZ:
```
8
Properties=species:S:1:pos:R:3:forces:R:3
C -0.05493 -1.59313 -0.52376 -1.473 2.148 2.502
C -0.26252 -0.46899 0.01256 1.462 5.195 0.611
C 0.20333 1.29314 0.15712 -0.787 -6.014 -1.892
S -1.25062 -1.60995 0.94839 -0.253 -0.479 0.187
H 0.21576 -2.22932 -1.22928 1.250 -2.592 -2.755
H -0.19555 1.67880 1.00182 -2.488 1.425 1.944
H 0.16385 1.69921 -0.80932 -0.735 0.857 -0.911
H 1.18067 1.23024 0.44248 3.024 -0.540 0.313
```
Positions in Å, forces in eV/Å.

Results
LUMO energy ... 0.0319 hartree
ΔE to the lowest compared entry with this formula, charge and spin ... 63.8 kcal per mole
Total energy ... -14006.8121 eV

(2)
The following is a DFT calculation (wB97M-V/def2-TZVPD) of a single C3H4S2 molecule in a non-equilibrium geometry.

Geometry as XYZ:
```
9
Properties=species:S:1:pos:R:3:forces:R:3
C -0.62717 1.05193 0.18482 -0.065 0.276 0.203
C 1.05309 -1.07119 0.93136 -1.297 0.474 -1.240
C -0.67944 0.57032 -1.05541 1.099 -0.881 -1.054
S 0.87136 0.56474 1.06845 -0.783 3.294 0.777
S 0.29110 -2.08237 0.00343 -0.986 -2.291 -0.955
H -1.47330 0.57616 -1.75970 -1.289 0.771 0.007
H 0.12191 -0.01910 -1.61153 -0.575 1.019 1.598
H -1.41106 1.72379 0.72852 1.573 -1.625 -1.081
H 1.85351 -1.31428 1.51006 2.322 -1.037 1.746
```
Positions in Å, forces in eV/Å.

Results
LUMO energy ... -0.0010 hartree
ΔE to the lowest compared entry with this formula, charge and spin ... 36.4 kcal per mole
Total energy ... -24844.0645 eV

(3)
The following is a DFT calculation (wB97M-V/def2-TZVPD) of 2 unconnected molecules or ions with the total composition C3H4S2 in a non-equilibrium geometry.

Geometry as XYZ:
```
9
Properties=species:S:1:pos:R:3:forces:R:3
C -0.58690 -1.57272 -1.48396 0.268 -1.428 -1.060
C -0.56452 -0.53575 -0.91382 0.240 3.497 2.358
C -0.38514 0.67120 -0.13653 0.307 -0.888 -1.501
S -1.10572 0.79082 1.45484 0.590 2.934 -0.260
S 0.01157 2.08445 -1.19999 -0.040 -0.299 1.563
H -0.13753 -2.40412 -1.93011 -0.220 -0.951 -0.475
H 1.41603 -0.47034 0.65995 -0.117 0.323 -0.189
H -1.48294 -0.41086 1.51536 -0.680 -2.462 0.066
H 0.45269 2.97373 -0.23974 -0.347 -0.726 -0.501
```
Positions in Å, forces in eV/Å.

Results
LUMO energy (spin up / spin down) ... -0.0151 / -0.0291 hartree
ΔE to the lowest compared entry with this formula, charge and spin ... 133.7 kcal per mole
Total energy ... -24839.8442 eV

(4)
The following is a DFT calculation (wB97M-V/def2-TZVPD) of a molecular structure, C3H4S3 in a non-equilibrium geometry.

Geometry as XYZ:
```
10
Properties=species:S:1:pos:R:3:forces:R:3
C -0.47592 0.93619 1.88958 -0.277 1.449 -0.346
C -0.09987 -0.03370 1.27741 -0.724 1.258 1.362
C 0.10408 -1.28089 0.75308 0.309 -3.295 -1.624
S 1.67156 -2.08770 0.88584 -0.710 1.675 0.165
S -1.09395 -2.13419 -0.09676 0.380 0.045 1.707
S -0.21780 0.08030 -2.17477 0.376 -2.620 -1.752
H -0.85246 1.92686 2.19810 0.538 -1.300 -0.076
H 2.25722 -0.91508 1.27308 0.156 -0.715 -0.001
H -0.82976 -1.39111 -1.53212 1.206 2.244 -1.514
H -0.82545 0.42102 -1.12880 -1.256 1.258 2.078
```
Positions in Å, forces in eV/Å.

Results
LUMO energy (spin up / spin down) ... -0.0813 / -0.0812 hartree
ΔE to the lowest compared entry with this formula, charge and spin ... 105.3 kcal per mole
Total energy ... -35676.9094 eV

(5)
The following is a DFT calculation (wB97M-V/def2-TZVPD) of a molecular structure, C3H4S3 in a non-equilibrium geometry.

Geometry as XYZ:
```
10
Properties=species:S:1:pos:R:3:forces:R:3
C -0.38738 0.65374 0.93525 -2.063 1.288 0.387
C -0.24535 -0.55672 0.17887 1.922 -1.792 -1.061
C 1.06573 -0.77130 -0.47249 3.852 0.743 -2.212
H -1.50617 0.43103 -1.02995 1.315 3.756 0.276
H -1.34553 0.58713 1.61373 2.370 0.624 -0.935
H 0.60527 1.03889 1.20577 -0.487 -0.389 1.103
H 1.13161 -1.26259 -1.50317 -1.043 0.255 1.767
S -0.66832 1.83329 -0.53521 -2.413 -3.783 -0.454
S -1.27389 -1.74090 -0.25531 -0.939 -0.039 0.667
S 2.62403 -0.21257 -0.13752 -2.515 -0.663 0.461
```
Positions in Å, forces in eV/Å.

Results
LUMO energy ... -0.0770 hartree
ΔE to the lowest compared entry with this formula, charge and spin ... 85.3 kcal per mole
Total energy ... -35677.7781 eV

(6)
The following is a DFT calculation (wB97M-V/def2-TZVPD) of a single C3H4Si molecule in a non-equilibrium geometry.

Geometry as XYZ:
```
8
Properties=species:S:1:pos:R:3:forces:R:3
C 0.19952 0.13002 -0.69859 1.966 3.215 3.922
C -1.19864 -1.10354 0.77855 0.487 0.516 -0.442
C -0.74925 0.09761 0.43300 0.344 -4.388 -2.245
Si 1.65128 1.26190 -0.72034 -2.077 -0.436 -3.823
H 0.07884 -0.48141 -1.47410 -0.903 -2.418 -3.096
H -1.13415 -2.07716 0.30225 -0.035 0.031 0.189
H -1.08971 0.91045 0.88648 -0.963 3.576 2.055
H 2.24211 1.26214 0.49274 1.180 -0.097 3.441
```
Positions in Å, forces in eV/Å.

Results
LUMO energy (spin up / spin down) ... -0.0506 / -0.0251 hartree
ΔE to the lowest compared entry with this formula, charge and spin ... 82.0 kcal per mole
Total energy ... -11046.2126 eV

(7)
The following is a DFT calculation (wB97M-V/def2-TZVPD) of a molecular structure, C3H5BiLiO3 in a non-equilibrium geometry.

Geometry as XYZ:
```
13
Properties=species:S:1:pos:R:3:forces:R:3
O 1.02410 -0.69951 0.51904 0.643 2.120 0.532
C 1.71314 -0.08436 -0.42646 2.180 -4.427 -1.707
C -0.28693 -1.19361 0.17800 -0.774 -0.465 -0.123
O 2.28289 1.00244 -0.47492 -1.326 0.587 1.356
O -0.56941 1.07767 -0.07199 -1.629 1.151 -1.459
C -1.21381 -0.02073 0.50084 -0.223 -1.758 0.595
H -0.48972 -2.06963 0.80256 0.201 0.144 -0.300
H -0.33087 -1.41852 -0.89766 0.106 -0.206 0.331
H -1.31609 0.07747 1.59538 -0.169 0.093 -0.457
H -2.18971 -0.17568 0.00855 0.235 0.012 0.456
H 2.04910 -0.82604 -1.17772 -0.486 0.454 -0.395
Bi 0.86374 2.25930 0.67537 1.836 2.133 1.813
Li -1.53645 2.07118 -1.23099 -0.594 0.163 -0.643
```
Positions in Å, forces in eV/Å.

Results
LUMO energy (spin up / spin down) ... -0.3400 / -0.3833 hartree
ΔE to the lowest compared entry with this formula, charge and spin ... 7.3 kcal per mole
Charge ... +2
⟨S²⟩ ... 0.753
Total energy ... -15360.8926 eV
Spin multiplicity ... 2

(8)
The following is a DFT calculation (wB97M-V/def2-TZVPD) of 2 unconnected molecules or ions with the total composition C3H5Br in a non-equilibrium geometry.

Geometry as XYZ:
```
9
Properties=species:S:1:pos:R:3:forces:R:3
C -0.06698 -0.92829 -0.06319 -0.499 5.400 0.095
C -1.44346 0.85804 -0.86139 2.530 -2.953 1.624
C 1.18470 -0.23670 0.45082 -1.726 1.953 -0.139
Br -3.21721 0.53811 -0.54487 -0.335 0.148 -0.090
H 0.07851 -1.81154 -0.57001 -0.208 -1.993 -1.460
H -0.97817 1.62597 -0.22922 -0.375 0.072 -0.323
H 1.86044 -0.99040 0.78193 0.795 -0.419 0.439
H 0.86311 0.45401 1.29098 0.599 -0.926 -0.599
H 1.71907 0.49081 -0.25504 -0.779 -1.280 0.453
```
Positions in Å, forces in eV/Å.

Results
LUMO energy (spin up / spin down) ... -0.0130 / -0.0375 hartree
ΔE to the lowest compared entry with this formula, charge and spin ... 150.7 kcal per mole
Total energy ... -73227.0926 eV